# C6H9N

C6H9N in the gas phase at a distorted geometry (ωB97M-V with the def2-TZVPD basis set, the Open Molecules 2025 dataset).

Values from the calculation:
**Relative energy (zero: lowest compared OMol25 entry of this formula, charge and spin)**: 127.2 kcal per mole
**HOMO energy**: -8.549 eV
**F_max**: 1.52 eV/Å
**Frontier orbital gap**: 9.618 eV
**Molar mass**: 95.14 g/mol

Geometry (Å):
C -1.8320 0.4018 0.6625
C -0.4798 0.2439 0.0313
C -0.1888 0.1707 -1.4267
C 0.2007 -0.9839 -0.5376
C 1.4580 -0.6996 0.3302
N 2.0556 0.8127 0.0972
C 0.8485 0.5257 0.8062
H -1.8460 -0.0100 1.6794
H -2.6005 -0.1203 0.0829
H -2.1194 1.4580 0.7273
H -1.0525 -0.0270 -2.0578
H 0.5685 0.8128 -1.8671
H -0.1851 -1.9873 -0.6748
H 2.0551 -1.3857 0.9033
H 2.2669 0.0450 -0.6252
H 0.8509 0.7432 1.8691



# C6H9N

C6H9N in the gas phase at a distorted geometry (ωB97M-V with the def2-TZVPD basis set, the Open Molecules 2025 dataset).

Values from the calculation:
**Relative energy (zero: lowest compared OMol25 entry of this formula, charge and spin)**: 105.0 kcal per mole
**HOMO energy**: -9.128 eV
**F_max**: 2.56 eV/Å
**Frontier orbital gap**: 10.143 eV
**Molar mass**: 95.14 g/mol

Geometry (Å):
C -1.2829 2.8687 -1.4598
C -0.7173 1.9844 -0.4723
C -0.2358 0.9607 -0.0532
C 0.4060 -0.3310 -0.3059
N 1.1120 -0.8745 0.8324
C 1.1399 -2.3192 0.8969
C 0.2690 -1.5307 1.8068
H -2.3703 2.7065 -1.6212
H -0.4664 2.3847 -2.0827
H -1.0421 3.9247 -1.5326
H -0.3921 -1.0063 -0.6741
H 1.1202 -0.2193 -1.1354
H 2.0702 -2.7547 1.2499
H 0.6473 -2.8710 0.0939
H -0.8045 -1.5504 1.6124
H 0.5468 -1.3726 2.8449



# C6H9N2

A molecular structure, C6H9N2 at a distorted geometry (ωB97M-V with the def2-TZVPD basis set, the Open Molecules 2025 dataset).

Values from the calculation:
**Relative energy (zero: lowest compared OMol25 entry of this formula, charge and spin)**: 147.1 kcal per mole
**Charge**: +1
**HOMO energy (spin up / spin down)**: -13.567 / -13.564 eV
**F_max**: 4.15 eV/Å
**Frontier orbital gap (spin up / spin down)**: 8.183 / 8.181 eV
**Molar mass**: 109.15 g/mol

Geometry (Å):
C 0.3022 -1.9513 0.2605
C 1.0123 -1.3475 1.4684
C 0.8895 0.3719 -0.2443
C -0.9448 -1.2938 -0.0797
C 1.8381 -0.6464 0.3394
C -1.4926 0.7875 -1.0111
N 1.3127 -1.8655 -0.5495
N -0.5669 -0.0840 -0.4118
H 0.2995 -0.8494 2.1009
H 1.4767 -2.2666 1.9632
H 0.8427 1.2750 0.2955
H 1.1544 0.3984 -1.2869
H -1.9902 -1.5579 0.0041
H 2.9561 -0.5233 0.2944
H -1.2543 0.5791 -2.0104
H -2.5256 0.4918 -0.9211
H -1.3487 1.8361 -0.8627



# C6H9N2

A gas-phase ion, C6H9N2 (charge +1) at a distorted geometry (ωB97M-V with the def2-TZVPD basis set, the Open Molecules 2025 dataset).

Values from the calculation:
**Relative energy (zero: lowest compared OMol25 entry of this formula, charge and spin)**: 0.0 kcal per mole
**Expectation value of S²**: 2.010
**Charge**: +1
**HOMO energy (spin up / spin down)**: -11.312 / -13.958 eV
**F_max**: 4.56 eV/Å
**Spin multiplicity**: 3
**Frontier orbital gap (spin up / spin down)**: 7.951 / 6.170 eV
**Molar mass**: 109.15 g/mol

Geometry (Å):
C 1.3409 0.0205 -1.5809
C 0.7564 -1.2647 -1.6246
C 0.9325 0.9911 -0.7373
C -0.0415 -1.6807 -0.6043
C -0.2079 0.6926 0.1208
C -0.4612 -0.7787 0.3387
N -1.2044 -1.0127 1.4149
N -0.5939 1.5674 1.1658
H 2.2026 0.3953 -2.2398
H 1.0342 -2.0844 -2.2532
H 1.4936 1.9967 -0.7770
H -0.1344 -2.7594 -0.6193
H -1.1019 0.8829 -0.5754
H -1.6032 -1.9101 1.4763
H -1.5684 -0.2931 1.9980
H -0.1582 1.2536 2.0914
H -0.3791 2.5666 0.8820



The highest F_max belongs to which entry? number 4